# 1
55
Properties=species:S:1:pos:R:3:nbo_charge:R:1 method="wB97M-V/def2-TZVPD" homo_energy_ev=-8.07
C 6.3070 28.1820 28.7310 -0.617
C 5.7770 26.9440 29.4800 -0.372
C 6.1020 27.1810 31.0020 -0.420
C 7.5600 26.8670 31.4540 -0.215
N 7.7670 26.8190 32.9750 -0.212
C 7.1050 25.5630 33.5170 -0.241
C 6.4730 25.8560 34.8760 -0.425
C 6.9570 27.3790 35.1870 -0.432
C 7.1920 27.9220 33.7830 -0.244
C 9.1850 26.7170 33.3220 -0.238
C 9.9720 28.1610 33.0970 -0.401
C 11.5780 27.8800 32.9020 -0.636
H 6.0720 28.2420 27.6740 0.222
H 7.4150 28.0300 28.7170 0.197
H 6.0210 29.2170 29.0610 0.207
H 6.3280 26.2520 29.1370 0.199
H 4.6380 26.9970 29.3700 0.217
H 5.3780 26.6870 31.6390 0.207
H 5.8150 28.3050 31.0900 0.202
H 8.1980 27.7220 30.8750 0.233
H 7.9030 26.0630 30.9410 0.248
H 7.9480 24.8920 33.5050 0.269
H 6.4120 25.0760 33.1230 0.221
H 6.9840 25.0830 35.6250 0.260
H 5.2590 25.8570 34.8160 0.231
H 7.9400 27.5030 35.7140 0.218
H 6.2240 28.0100 35.8740 0.250
H 7.6310 28.9980 33.8340 0.253
H 6.3400 28.2480 33.3240 0.218
H 9.6620 26.0470 32.6730 0.278
H 9.3460 26.5620 34.3610 0.228
H 9.9110 28.8650 33.8470 0.194
H 9.4960 28.7360 32.2300 0.198
H 11.8680 27.2640 31.9310 0.246
H 12.1700 27.2610 33.5980 0.234
H 11.9810 28.8210 32.8710 0.201
Cl 9.8530 23.3150 31.9340 -0.900
C 9.6190 18.8770 28.5830 -0.648
C 9.5840 20.3910 28.9220 -0.052
O 10.0980 20.5290 30.2440 -0.769
H 10.7010 18.5880 28.3860 0.205
H 9.0010 18.5850 27.7830 0.200
H 9.5480 18.0230 29.3920 0.224
H 8.5460 20.8650 28.6050 0.134
H 10.3160 20.9310 28.4280 0.164
H 10.1500 21.5300 30.5560 0.512
C 14.6030 24.0860 30.7410 -0.630
C 13.1630 23.8000 30.6890 -0.062
O 12.4310 24.6440 31.3970 -0.769
H 15.0500 24.8900 30.0910 0.197
H 15.1680 23.1490 30.5610 0.211
H 14.5250 24.4470 31.8820 0.215
H 12.9810 22.9420 31.2290 0.164
H 12.7580 23.5740 29.6470 0.126
H 11.5590 24.2990 31.3780 0.499

# 2
66
Properties=species:S:1:pos:R:3:nbo_charge:R:1 method="wB97M-V/def2-TZVPD" homo_energy_ev=-10.51 total_charge=+1
Mg 0.5815 0.3922 -0.1832 1.767
C -1.0661 -0.8947 -2.6293 0.322
O -1.9340 -1.2473 -1.5570 -0.556
O -0.0910 -0.0686 -1.9870 -1.034
C -0.4939 -2.1591 -3.3354 0.928
F 0.4541 -2.0114 -4.3226 -0.344
F 0.0614 -3.0079 -2.4805 -0.335
F -1.5062 -2.7866 -3.9338 -0.331
C -3.3241 -1.4301 -1.9166 -0.080
C -4.0019 -1.6629 -0.5863 -0.606
H -5.0672 -1.8612 -0.7045 0.221
H -3.5392 -2.4940 -0.0542 0.194
H -3.8686 -0.7942 0.0584 0.184
H -3.4569 -2.2242 -2.6514 0.192
H -3.8593 -0.5434 -2.2563 0.170
H -1.5913 -0.3346 -3.4029 0.143
C 1.6732 2.9078 -2.6875 -0.789
S 1.3168 3.4502 -0.9693 1.274
O 0.7817 2.2836 -0.2291 -1.069
C 3.0603 3.6608 -0.5221 -0.842
H 0.6584 2.7797 -3.0641 0.252
H 2.1817 1.9446 -2.7297 0.249
H 2.2332 3.7452 -3.1036 0.232
H 3.4637 4.4946 -1.0966 0.240
H 3.6788 2.7730 -0.6540 0.246
H 3.2634 4.0132 0.4892 0.246
C -3.4106 1.1887 1.9347 -0.784
S -2.2864 1.5246 0.4679 1.265
O -0.9817 0.8118 0.7368 -1.069
C -2.0490 3.3053 0.8957 -0.801
H -2.8005 1.3438 2.8246 0.227
H -3.7988 0.1705 1.9630 0.244
H -4.2315 1.9015 1.8566 0.242
H -3.0581 3.7037 0.7913 0.232
H -1.4518 3.8932 0.1988 0.254
H -1.7726 3.4456 1.9407 0.230
C -0.3926 -3.8476 0.5554 -0.806
S 0.2726 -2.4812 1.5403 1.245
O 0.5088 -1.4446 0.4614 -1.057
C -1.3029 -1.9996 2.4099 -0.815
H -1.1219 -3.3806 -0.1065 0.263
H -0.8870 -4.6077 1.1604 0.239
H 0.4285 -4.2569 -0.0331 0.245
H -1.2756 -0.9468 2.6906 0.244
H -1.4668 -2.5388 3.3430 0.239
H -2.1705 -2.1201 1.7612 0.237
C 3.2915 -0.9352 -3.0077 -0.807
S 3.5499 -0.6904 -1.1828 1.232
O 2.3309 0.1315 -0.7017 -1.069
C 3.1861 -2.4397 -0.7400 -0.805
H 2.9886 -0.0150 -3.5073 0.246
H 2.4759 -1.6199 -3.2402 0.262
H 4.1703 -1.3280 -3.5192 0.240
H 3.3990 -2.5889 0.3185 0.236
H 3.8389 -3.1381 -1.2637 0.243
H 2.1447 -2.6855 -0.9476 0.261
C 1.1829 2.5697 3.4976 -0.734
C 1.2766 1.1178 3.0859 0.630
O 1.4699 0.8525 1.9036 -0.595
C 1.2291 0.0270 4.1393 -0.735
H 0.6860 3.1591 2.7269 0.240
H 2.1276 3.0531 3.7466 0.257
H 0.7128 2.6507 4.4776 0.225
H 1.6548 -0.8862 3.7233 0.241
H 0.2294 -0.1579 4.5322 0.241
H 1.6951 0.3338 5.0756 0.244

# 3
63
Properties=species:S:1:pos:R:3:nbo_charge:R:1 method="wB97M-V/def2-TZVPD" homo_energy_ev="-10.87 / -10.87" total_charge=+1 spin_multiplicity=5
Fe 2.4067 1.5252 0.2577 1.427
O -0.4349 1.2755 0.5276 -0.894
H -1.1814 0.6653 0.6856 0.456
C 2.7114 -2.9087 2.5808 0.547
O 2.8973 -2.0119 1.7318 -0.679
N 3.7112 -3.4846 3.3168 -0.414
C 3.4368 -4.4085 4.3771 -0.423
C 5.0541 -3.0318 3.3592 -0.437
H 1.7901 -3.4148 2.9082 0.128
H 2.3507 -4.4963 4.4047 0.201
H 3.6640 -4.2857 5.4361 0.225
H 3.7424 -5.3946 4.0276 0.210
H 5.4226 -2.6212 4.2993 0.206
H 5.8273 -3.7373 3.0552 0.214
H 5.2507 -2.2167 2.6627 0.224
C 0.3430 0.0303 -4.0217 0.534
O 1.4804 -0.0970 -3.6577 -0.654
N -0.0988 -0.6977 -5.0572 -0.418
C -1.2622 -0.3256 -5.7508 -0.426
C 0.7794 -1.7673 -5.5842 -0.425
H -0.4052 0.7656 -3.6877 0.115
H -2.0224 0.3385 -5.3397 0.227
H -1.7435 -1.2512 -6.0667 0.203
H -1.0548 0.0588 -6.7495 0.195
H 1.3591 -1.4774 -6.4606 0.203
H 1.5486 -2.2280 -4.9643 0.246
H 0.0501 -2.4928 -5.9448 0.204
C -3.9564 -0.1397 6.0113 0.525
O -4.8800 0.4600 5.3515 -0.640
N -2.6720 -0.1087 5.8181 -0.414
C -1.8870 -1.1620 6.4332 -0.408
C -2.1569 0.5600 4.6986 -0.431
H -4.1302 -0.7924 6.8808 0.110
H -2.2529 -1.4868 7.4072 0.227
H -0.9799 -0.5738 6.5716 0.200
H -1.6408 -1.9948 5.7745 0.193
H -2.7697 1.4150 4.4131 0.250
H -1.1411 0.9508 4.7576 0.201
H -2.2628 -0.1234 3.8561 0.188
C 2.4544 6.4223 -0.4609 0.549
O 2.5558 5.1884 -0.3479 -0.707
N 3.4275 7.3012 -0.7730 -0.409
C 4.8564 6.8845 -0.8886 -0.432
C 3.0889 8.5752 -1.1962 -0.409
H 1.5074 6.9641 -0.3127 0.126
H 5.6317 7.6114 -0.6464 0.225
H 5.1452 6.5948 -1.8989 0.206
H 5.0152 5.9787 -0.3035 0.223
H 2.0502 8.8616 -1.0311 0.221
H 3.6311 9.3167 -0.6094 0.207
H 3.2516 8.6632 -2.2704 0.202
C -3.5226 -3.9972 -2.8474 0.523
O -3.2816 -5.1336 -3.2853 -0.613
N -4.5740 -3.2241 -3.2102 -0.424
C -4.7286 -1.8547 -2.7391 -0.412
C -5.8369 -3.7000 -3.7200 -0.441
H -2.7666 -3.4254 -2.2874 0.107
H -5.5545 -1.9885 -2.0404 0.202
H -4.8840 -1.2524 -3.6342 0.206
H -3.9223 -1.4867 -2.1046 0.202
H -5.4686 -4.6150 -4.1838 0.243
H -6.6672 -3.9346 -3.0539 0.203
H -6.3013 -3.0645 -4.4740 0.204

# 4
57
Properties=species:S:1:pos:R:3:nbo_charge:R:1 method="wB97M-V/def2-TZVPD" homo_energy_ev=-11.67 total_charge=+1
C 0.1520 -0.2886 -1.8062 -0.628
C -0.0212 -1.5474 -2.6330 -0.061
O -1.3750 -1.9452 -2.5066 -0.561
C -1.7745 -3.0387 -3.3239 -0.050
C -2.3935 -4.1318 -2.4547 -0.873
Si -1.2153 -5.3374 -1.5932 1.081
C 0.6365 -5.0075 -1.9344 -0.172
F 1.1205 -4.1784 -0.8934 -0.399
C 1.4788 -6.2716 -1.9643 -0.444
C 2.8258 -6.0974 -2.6826 -0.610
H -0.3442 -0.4585 -0.8498 0.199
H -0.3029 0.5711 -2.2958 0.206
H 1.2143 -0.1092 -1.6455 0.208
H 0.6430 -2.3208 -2.2435 0.182
H 0.2158 -1.3549 -3.6825 0.168
H -2.5182 -2.6731 -4.0343 0.183
H -0.9242 -3.3963 -3.9082 0.165
H -2.9576 -3.6140 -1.6775 0.248
H -3.1295 -4.6779 -3.0456 0.246
H -1.4186 -5.2380 -0.1303 -0.166
H -1.5273 -6.7291 -1.9867 -0.169
H 0.8131 -4.4368 -2.8476 0.178
H 1.6453 -6.5628 -0.9264 0.222
H 0.9127 -7.0727 -2.4358 0.218
H 3.6150 -6.6665 -2.1974 0.218
H 3.1365 -5.0530 -2.6669 0.204
H 2.7558 -6.4251 -3.7168 0.210
C -0.4710 3.0964 4.4445 -0.644
C 0.4470 2.8507 3.2662 -0.210
N -0.2454 2.4341 1.9876 -0.205
C -0.9903 1.1560 2.2429 -0.407
C 0.7934 2.0870 0.9432 -0.212
C 1.7137 3.1950 0.4581 -0.639
C -1.2757 3.4186 1.4878 -0.234
C -0.8798 4.8627 1.2665 -0.083
O -0.4715 5.4495 2.4760 -0.564
C 0.2552 6.6664 2.3218 -0.254
H -0.9599 2.1876 4.7917 0.217
H 0.1400 3.4640 5.2675 0.254
H -1.2192 3.8576 4.2374 0.237
H 1.1401 2.0376 3.4866 0.215
H 1.0255 3.7387 3.0418 0.239
H -0.2972 0.4268 2.6534 0.233
H -1.3955 0.7971 1.3004 0.234
H -1.7991 1.3416 2.9404 0.235
H 0.2431 1.6608 0.1056 0.232
H 1.3798 1.2882 1.3947 0.223
H 1.2587 3.7924 -0.3274 0.222
H 2.5930 2.7252 0.0194 0.254
H 2.0625 3.8530 1.2512 0.223
H -2.0908 3.3835 2.2077 0.233
H -1.6380 3.0041 0.5465 0.233
H -1.7892 5.3543 0.8970 0.205
H -0.1205 4.9720 0.4914 0.186
H 0.0264 7.1520 1.3723 0.185
H 1.3303 6.4756 2.3786 0.178
H -0.0286 7.3329 3.1324 0.211

# 5
65
Properties=species:S:1:pos:R:3:nbo_charge:R:1 method="wB97M-V/def2-TZVPD" homo_energy_ev=-6.13 total_charge=-1
C -5.6783 -3.6853 2.0080 -0.279
C -5.9755 -2.9019 1.1546 0.031
C -6.1863 -1.8553 0.1628 -0.506
C -6.8625 -0.5868 0.7492 -0.384
C -6.1656 0.7261 0.4082 -0.686
S -4.7829 1.1078 1.4978 2.291
O -5.1842 2.3125 2.1895 -0.981
O -4.5661 -0.0266 2.3619 -0.972
N -3.5021 1.5157 0.5983 -1.180
S -2.8819 0.4610 -0.4155 2.129
O -3.8429 -0.0289 -1.3777 -0.972
O -1.6911 1.0414 -0.9785 -0.977
I -2.0376 -1.4746 0.7990 -0.153
H -5.6663 -4.4956 2.6972 0.219
H -5.2302 -1.5754 -0.2706 0.267
H -6.8346 -2.2570 -0.6131 0.221
H -7.8854 -0.5394 0.3865 0.211
H -6.9186 -0.6808 1.8295 0.230
H -6.9050 1.5039 0.5724 0.243
H -5.8754 0.7752 -0.6334 0.250
C 2.1751 1.5911 -0.4686 -0.642
C 1.9502 2.3460 -1.7683 -0.053
O 1.0139 1.6845 -2.6039 -0.734
H 2.5297 0.5827 -0.6660 0.228
H 2.9076 2.1025 0.1630 0.186
H 1.2384 1.5039 0.0855 0.222
H 2.8788 2.4189 -2.3373 0.152
H 1.5969 3.3650 -1.5626 0.146
H 0.1883 1.6343 -2.1069 0.492
C 6.0959 -2.1213 0.1783 -0.631
C 5.0233 -1.1922 -0.3611 -0.072
O 3.9396 -1.0645 0.5590 -0.716
H 5.6742 -3.1061 0.3834 0.203
H 6.9165 -2.2319 -0.5331 0.207
H 6.5011 -1.7414 1.1187 0.202
H 4.6047 -1.5838 -1.2867 0.178
H 5.4423 -0.2034 -0.5695 0.172
H 4.2932 -0.7030 1.3764 0.456
C -8.5238 2.6650 -3.5335 -0.632
C -7.7217 1.5848 -2.8302 -0.066
O -8.5636 0.7839 -1.9985 -0.721
H -9.0229 3.3012 -2.8021 0.211
H -7.8816 3.2865 -4.1593 0.212
H -9.2977 2.2218 -4.1663 0.189
H -6.9653 2.0256 -2.1856 0.192
H -7.2160 0.9420 -3.5576 0.161
H -9.2247 0.3801 -2.5673 0.456
C 6.7020 4.1550 -1.1668 -0.633
C 5.9885 2.8170 -1.1072 -0.065
O 6.8316 1.7455 -1.5293 -0.721
H 7.0529 4.3521 -2.1801 0.211
H 6.0395 4.9657 -0.8608 0.215
H 7.5754 4.1573 -0.5096 0.193
H 5.1294 2.8112 -1.7739 0.186
H 5.6300 2.6205 -0.0911 0.157
H 7.5930 1.7213 -0.9426 0.457
C 5.9260 -4.8655 4.6253 -0.632
C 5.9874 -3.8062 3.5398 -0.064
O 7.3197 -3.6622 3.0448 -0.723
H 6.5944 -4.6051 5.4464 0.209
H 4.9132 -4.9699 5.0165 0.216
H 6.2462 -5.8348 4.2356 0.195
H 5.6853 -2.8372 3.9327 0.177
H 5.3203 -4.0610 2.7108 0.164
H 7.5856 -4.5122 2.6836 0.459

# 6
60
Properties=species:S:1:pos:R:3:nbo_charge:R:1 method="wB97M-V/def2-TZVPD" homo_energy_ev=-4.37
K 22.4526 -1.3364 1.7404 0.924
C 26.0797 -6.7380 -1.0760 -0.647
C 26.6350 -5.4845 -1.8408 0.105
C 27.5074 -5.7895 -3.0523 -0.634
O 25.7587 -4.3862 -2.0737 -0.960
H 26.9239 -7.3580 -0.7742 0.184
H 25.4854 -7.2004 -1.8641 0.187
H 25.3571 -6.4800 -0.3018 0.193
H 27.3724 -5.0865 -1.1436 0.077
H 26.9970 -6.1902 -3.9281 0.180
H 28.3723 -6.4308 -2.8826 0.175
H 27.8548 -4.8508 -3.4838 0.210
C 19.3581 -4.1092 4.4815 -0.241
O 18.9854 -2.8434 3.9640 -0.566
C 17.6914 -2.3977 4.3705 -0.072
C 17.0272 -1.2675 3.4429 -0.249
N 17.6122 0.1226 3.6447 -0.627
C 16.7963 1.0946 2.8297 -0.251
C 17.1261 2.4441 3.5033 -0.074
O 16.7230 2.4680 4.8533 -0.559
C 16.9145 3.7353 5.4717 -0.243
H 18.8416 -4.1909 5.4379 0.177
H 20.4473 -4.1181 4.5219 0.181
H 19.0285 -4.9050 3.8135 0.177
H 17.7767 -2.0052 5.3838 0.170
H 16.9079 -3.1535 4.4242 0.177
H 15.9618 -1.1673 3.6503 0.180
H 16.8562 -1.5639 2.4080 0.203
H 17.3769 0.4943 4.5539 0.370
H 15.7131 0.9928 2.8963 0.176
H 17.0109 0.9468 1.7713 0.201
H 16.7987 3.3311 2.9610 0.173
H 18.2009 2.6257 3.5053 0.161
H 16.2719 4.4105 4.9067 0.170
H 17.9446 4.0772 5.3714 0.170
H 16.5621 3.7170 6.5030 0.203
C 25.6967 -1.6860 6.9988 -0.247
O 24.6218 -0.8151 7.0684 -0.543
C 23.7916 -1.0475 8.1862 -0.085
C 22.9237 0.1064 8.5919 -0.235
N 23.8936 1.1555 8.9056 -0.623
C 23.2812 2.4514 8.8809 -0.232
C 24.2580 3.5316 9.5008 -0.063
O 23.6221 4.8841 9.7593 -0.550
C 24.5834 5.8853 9.6983 -0.248
H 26.4148 -1.2750 6.2892 0.193
H 25.3916 -2.7000 6.7402 0.171
H 26.2782 -1.6306 7.9192 0.175
H 24.2577 -1.4529 9.0842 0.181
H 23.1168 -1.8974 8.0843 0.162
H 22.2881 0.0506 9.4756 0.215
H 22.3478 0.3454 7.6979 0.160
H 24.6629 1.1608 8.2512 0.360
H 22.4093 2.4331 9.5347 0.192
H 22.9661 2.7379 7.8776 0.166
H 24.9963 3.7424 8.7270 0.156
H 24.7940 3.2897 10.4185 0.188
H 24.0366 6.8264 9.6409 0.188
H 25.1826 5.8513 8.7884 0.158
H 25.2271 5.9780 10.5730 0.163

# 7
82
Properties=species:S:1:pos:R:3:lowdin_charge:R:1 method="wB97M-V/def2-TZVPD" homo_energy_ev=-12.20 total_charge=+1
C 4.2724 0.5025 2.2706 -0.181
P 2.9257 1.5502 2.7640 0.929
N 2.9230 2.9281 1.8383 -0.075
C 1.3048 0.7719 2.6056 -0.405
C 0.8602 -0.1010 3.5877 -0.048
C -0.4018 -0.6589 3.3969 -0.022
C -1.0919 -0.2826 2.2565 -0.022
C -0.5457 0.5844 1.3213 -0.110
N 0.6558 1.1179 1.5012 0.077
H 4.2808 0.3530 1.1965 0.070
H 5.1964 1.0173 2.5319 0.066
H 4.2711 -0.4517 2.7876 0.066
H 3.1114 1.8527 4.1183 0.060
H 1.9493 3.2212 1.7535 0.072
H 3.4061 3.6616 2.3672 0.020
H 1.4515 -0.3322 4.4585 0.113
H -0.8314 -1.3314 4.1190 0.119
H -2.0806 -0.6751 2.0811 0.102
H -1.1291 0.8444 0.4544 0.112
C 0.2848 -0.5783 -2.0076 0.046
N -0.4189 -1.2708 -3.1200 -0.430
O -1.4133 -1.9148 -2.8448 0.054
O 0.0441 -1.1469 -4.2300 0.079
H -0.2462 -0.7904 -1.0882 0.069
H 1.3012 -0.9603 -1.9749 0.095
H 0.2827 0.4847 -2.2321 0.107
C 3.1011 -0.1088 -5.9590 0.052
N 3.2257 -0.5056 -4.5311 -0.453
O 2.9827 0.3294 -3.6819 0.036
O 3.5517 -1.6482 -4.3016 0.068
H 2.7999 0.9305 -5.9998 0.096
H 4.0708 -0.2610 -6.4227 0.103
H 2.3542 -0.7566 -6.4070 0.103
C -4.7620 -1.3972 -0.3787 0.057
N -4.8356 -0.3598 0.6862 -0.440
O -4.0562 0.5734 0.6277 0.044
O -5.6620 -0.5158 1.5576 0.066
H -3.9690 -1.1252 -1.0657 0.088
H -4.5538 -2.3389 0.1191 0.071
H -5.7239 -1.4322 -0.8806 0.111
C 4.1656 6.2824 5.3461 0.069
N 3.4369 5.3948 4.4003 -0.429
O 2.5567 4.6826 4.8305 0.070
O 3.7775 5.4286 3.2301 0.037
H 3.7521 6.1356 6.3361 0.102
H 5.2147 6.0055 5.3050 0.108
H 4.0257 7.3031 5.0033 0.111
C -5.1925 -3.4426 3.5609 0.058
N -5.8080 -4.1965 2.4366 -0.434
O -6.7742 -4.8814 2.6807 0.080
O -5.2955 -4.0781 1.3408 0.041
H -5.7549 -3.6550 4.4616 0.100
H -4.1634 -3.7809 3.6463 0.101
H -5.2413 -2.3877 3.3029 0.081
C 4.5288 4.2598 -0.8928 0.028
N 5.5475 4.9251 -1.7492 -0.452
O 5.1977 5.3132 -2.8431 0.070
O 6.6618 5.0344 -1.2855 0.068
H 3.5877 4.2317 -1.4271 0.069
H 4.8877 3.2578 -0.6798 0.091
H 4.4399 4.8424 0.0188 0.089
C -2.2163 -4.4086 -4.4713 0.022
N -2.8017 -5.5130 -5.2811 -0.456
O -2.9297 -5.3352 -6.4725 0.073
O -3.1152 -6.5200 -4.6820 0.061
H -1.9880 -3.5772 -5.1256 0.085
H -2.9524 -4.1296 -3.7252 0.091
H -1.3193 -4.7953 -3.9981 0.100
C -5.0090 -7.5772 1.6445 0.047
N -3.6888 -8.0005 2.1839 -0.454
O -3.4893 -9.1796 2.3559 0.083
O -2.8934 -7.1106 2.4244 0.040
H -5.6211 -8.4556 1.4813 0.099
H -5.4583 -6.9197 2.3802 0.073
H -4.8262 -7.0473 0.7149 0.101
C 0.8026 6.5747 -3.1638 0.057
N 0.8762 5.3053 -2.3907 -0.448
O 0.4325 4.2998 -2.8964 0.073
O 1.3902 5.3596 -1.2891 0.030
H 0.3270 6.3672 -4.1143 0.098
H 0.2237 7.2791 -2.5747 0.103
H 1.8201 6.9295 -3.2976 0.104